The following is a DFT calculation (wB97M-V/def2-TZVPD) of 2 unconnected molecules or ions with the total composition C6H19N2O in a non-equilibrium geometry.

Calculated values
Kohn-Sham gap (spin up / spin down) in eV: 10.95 / 4.94
Charge: +2
Multiplicity: 2
Maximum force in eV Å⁻¹: 4.36
ΔE to the lowest compared entry with this formula, charge and spin in eV: 2.563
LUMO level (spin up / spin down) in eV: -7.21 / -13.20
Calculated total energy in eV: -11535.927

Cartesian coordinates (Å):
N 1.260 2.316 0.638
C -0.156 1.842 0.645
C -0.265 0.350 0.676
N 0.615 -0.446 -0.317
C 0.490 0.189 -1.675
C 0.213 -0.375 -3.090
C 0.010 -1.813 -0.363
C 1.074 -2.721 0.302
H 1.664 2.597 1.552
H 1.578 -0.272 0.128
H 1.402 3.120 -0.021
H -0.760 2.378 1.586
H -0.834 2.334 -0.109
H 0.097 0.046 1.633
H -1.270 -0.030 0.469
H -0.484 0.806 -1.546
H 1.383 0.862 -1.727
H -0.855 -0.596 -3.318
H 0.529 -1.379 -3.212
H 0.578 0.297 -3.791
H -0.984 -1.912 0.118
H -0.372 -2.105 -1.320
H 1.034 -3.866 0.048
H 2.051 -2.367 0.183
H 0.891 -2.802 1.417
H -2.640 1.256 3.187
H -3.435 0.033 2.742
O -2.612 0.459 2.596

Forces on atoms 1 to 2 (eV/Å):
N -2.8 2.8 0.3
C -1.5 2.5 0.4

---

The following is a DFT calculation (wB97M-V/def2-TZVPD) of a molecular structure, C35H35MnN9O in a non-equilibrium geometry.

Calculated values
Kohn-Sham gap (spin up / spin down) in eV: 7.23 / 6.41
Charge: +2
Multiplicity: 4
Maximum force in eV Å⁻¹: 1.76
LUMO level (spin up / spin down) in eV: -6.91 / -7.76
Calculated total energy in eV: -83626.038

Cartesian coordinates (Å):
Mn 0.173 -0.219 -1.220
N -3.497 1.935 -0.324
C -2.305 1.389 -0.166
N -1.585 0.899 -1.142
C -2.085 0.989 -2.450
N -1.375 0.562 -3.454
N -0.218 -0.014 -3.072
C 0.605 -0.487 -3.940
C 1.776 -1.143 -3.387
C 2.786 -1.676 -4.170
C 3.872 -2.279 -3.549
C 3.903 -2.335 -2.165
C 2.858 -1.774 -1.447
N 1.817 -1.187 -2.029
C -3.394 1.549 -2.680
C -3.974 1.617 -3.952
C -5.239 2.140 -4.095
C -5.949 2.593 -2.980
C -5.392 2.537 -1.719
C -4.114 2.018 -1.572
H -3.992 2.302 0.476
H -1.900 1.353 0.839
H 0.417 -0.406 -5.004
H 2.714 -1.611 -5.247
H 4.680 -2.692 -4.137
H 4.724 -2.802 -1.641
H 2.860 -1.789 -0.366
H -3.420 1.252 -4.804
H -5.691 2.194 -5.075
H -6.947 2.990 -3.104
H -5.945 2.880 -0.853
O -0.756 -1.702 -1.118
N -2.050 -1.877 -1.183
C -2.479 -3.062 -0.945
C -1.604 -4.146 -0.601
N -0.827 -4.938 -0.305
C -3.893 -3.261 -0.976
N -5.032 -3.402 -0.984
C 1.480 3.630 -2.411
C 1.449 3.135 -0.992
C 1.634 3.999 0.090
C 1.683 3.530 1.404
C 1.982 4.465 2.539
C 1.461 2.184 1.664
C 1.195 1.284 0.614
C 1.262 1.798 -0.718
N 0.805 -0.018 0.655
C 0.840 -0.840 1.868
C -0.126 -0.318 2.964
C -0.053 -1.225 4.196
C -0.483 -2.648 3.840
C 0.459 -3.184 2.761
C 1.892 -3.221 3.294
C 2.318 -1.801 3.667
C 1.378 -1.251 4.743
C 2.279 -0.895 2.435
C 0.384 -2.270 1.537
H 1.794 4.670 -2.457
H 0.488 3.559 -2.861
H 2.168 3.038 -3.016
H 1.792 5.053 -0.103
H 1.982 5.501 2.209
H 2.967 4.243 2.955
H 1.255 4.353 3.343
H 1.497 1.859 2.691
H 1.367 1.082 -1.559
H -1.144 -0.315 2.556
H 0.119 0.700 3.261
H -0.725 -0.816 4.956
H -1.517 -2.659 3.483
H -0.436 -3.281 4.728
H 0.150 -4.188 2.465
H 2.566 -3.644 2.543
H 1.941 -3.864 4.175
H 3.342 -1.810 4.048
H 1.692 -0.249 5.048
H 1.418 -1.891 5.626
H 2.957 -1.282 1.669
H 2.626 0.105 2.700
H -0.653 -2.232 1.203
H 0.989 -2.684 0.726

Forces on atoms 1 to 2 (eV/Å):
Mn -1.0 -0.2 0.6
N 0.0 0.0 0.1

---

The following is a DFT calculation (wB97M-V/def2-TZVPD) of a molecular structure, C34H46GeN4O6PS2Ti in a non-equilibrium geometry.

Calculated values
Kohn-Sham gap (spin up / spin down) in eV: 7.20 / 6.63
Charge: +2
Multiplicity: 2
Maximum force in eV Å⁻¹: 1.62
ΔE to the lowest compared entry with this formula, charge and spin in eV: 1.769
LUMO level (spin up / spin down) in eV: -5.94 / -7.10
Calculated total energy in eV: -164831.964

Cartesian coordinates (Å):
Ti 0.565 -0.552 0.405
C -1.903 -2.512 -2.560
N -0.997 -1.525 -3.171
C -0.811 -1.604 -4.629
C -0.354 -0.650 -2.452
O -0.522 -0.563 -1.199
C 0.581 0.317 -3.154
O 1.101 1.236 -2.229
C 2.492 1.387 -2.151
C 3.063 0.509 -1.043
O 2.275 -0.274 -0.439
N 4.332 0.568 -0.759
C 4.912 -0.239 0.327
C 5.249 1.470 -1.471
H -1.512 -3.513 -2.739
H -2.887 -2.419 -3.017
H -1.980 -2.338 -1.495
H 0.173 -2.002 -4.880
H -0.944 -0.631 -5.098
H -1.560 -2.276 -5.030
H 0.004 0.868 -3.899
H 1.362 -0.243 -3.675
H 2.690 2.432 -1.912
H 2.976 1.164 -3.102
H 4.128 -0.703 0.911
H 5.506 0.412 0.966
H 5.556 -1.008 -0.097
H 5.000 1.545 -2.527
H 6.253 1.068 -1.389
H 5.236 2.466 -1.025
N 1.263 1.869 1.250
C 0.302 1.638 0.562
H 1.521 2.675 1.822
C -1.686 -4.014 1.990
C -0.594 -4.282 3.000
C -0.664 -3.416 4.238
O 0.760 -4.199 2.427
P 1.603 -3.196 1.578
S 1.907 -1.384 2.379
S 0.819 -2.939 -0.276
O 3.006 -3.881 1.543
C 3.397 -5.296 1.328
C 3.114 -6.135 2.556
C 2.778 -5.853 0.064
H -2.644 -4.260 2.450
H -1.560 -4.636 1.104
H -1.707 -2.969 1.691
H -0.645 -5.328 3.291
H -0.611 -2.358 3.984
H 0.159 -3.651 4.913
H -1.604 -3.604 4.761
H 4.471 -5.198 1.204
H 2.061 -6.408 2.621
H 3.399 -5.603 3.465
H 3.704 -7.051 2.494
H 1.696 -5.958 0.178
H 3.195 -6.843 -0.128
H 2.984 -5.215 -0.796
C -3.557 3.399 4.261
C -4.287 2.933 3.176
C -3.658 2.701 1.959
C -2.289 2.938 1.828
C -1.564 3.416 2.921
C -2.195 3.646 4.134
Ge -1.439 2.712 0.111
C -0.721 4.387 -0.544
C -1.093 5.567 0.102
C -0.659 6.794 -0.385
C 0.145 6.851 -1.514
C 0.520 5.680 -2.165
C 0.090 4.451 -1.682
C -2.551 1.814 -1.196
C -2.681 2.378 -2.465
C -3.570 1.837 -3.390
C -4.348 0.741 -3.043
C -4.230 0.177 -1.776
C -3.335 0.706 -0.859
H -4.051 3.578 5.209
H -5.350 2.751 3.275
H -4.240 2.355 1.115
H -0.502 3.623 2.831
H -1.628 4.018 4.979
H -1.727 5.529 0.981
H -0.953 7.708 0.119
H 0.481 7.810 -1.891
H 1.141 5.729 -3.053
H 0.379 3.541 -2.190
H -2.105 3.259 -2.730
H -3.679 2.294 -4.366
H -5.062 0.337 -3.752
H -4.854 -0.665 -1.496
H -3.250 0.256 0.122
O -1.544 0.247 3.823
C -1.201 -0.043 2.757
N -0.843 -0.357 1.631

Forces on atoms 1 to 2 (eV/Å):
Ti 0.3 -1.3 1.0
C 0.0 0.0 -0.1

---

The following is a DFT calculation (wB97M-V/def2-TZVPD) of a single CH4NOP molecule in a non-equilibrium geometry.

Calculated values
Kohn-Sham gap in eV: 9.49
Structure (SMILES): [H]/N=P/OC
Charge: 0
Maximum force in eV Å⁻¹: 6.43
ΔE to the lowest compared entry with this formula, charge and spin in eV: 1.756
LUMO level in eV: -0.33
Calculated total energy in eV: -13926.777

Cartesian coordinates (Å):
H -2.945 -1.323 0.575
N -1.978 -1.276 0.438
P -1.413 0.133 0.374
O 0.353 -0.388 -0.182
C 1.281 0.572 -0.257
H 0.903 1.376 -0.878
H 2.131 0.034 -0.772
H 1.667 0.871 0.701

Forces on atoms 1 to 2 (eV/Å):
H -1.9 -0.3 0.5
N 1.0 -0.2 -0.3

---

The following is a DFT calculation (wB97M-V/def2-TZVPD) of a molecular structure, C26H75O13Sn in a non-equilibrium geometry.

Calculated values
Kohn-Sham gap in eV: 3.77
Charge: -1
Maximum force in eV Å⁻¹: 3.44
LUMO level in eV: 1.09
Calculated total energy in eV: -60618.539

Cartesian coordinates (Å):
Sn -0.464 0.035 -0.149
C 4.600 1.563 -2.294
C 4.001 0.447 -1.439
O 4.025 0.773 -0.056
H 3.914 2.397 -2.441
H 5.037 1.173 -3.213
H 5.529 1.922 -1.849
H 4.634 -0.428 -1.584
H 2.969 0.203 -1.692
C 0.182 -1.304 4.488
C 0.232 -0.128 3.546
O 1.222 -0.041 2.578
H 0.019 -2.217 3.914
H -0.664 -1.353 5.174
H 1.112 -1.432 5.042
H 0.199 0.741 4.203
H -0.759 -0.016 3.107
C -2.079 -4.175 -1.975
C -3.113 -3.302 -1.334
O -2.863 -1.987 -1.364
H -2.375 -5.222 -2.041
H -1.091 -4.035 -1.536
H -2.013 -3.975 -3.045
H -3.394 -3.738 -0.375
H -4.044 -3.537 -1.850
C -1.730 -1.254 -6.326
C -1.753 -2.246 -5.181
O -1.299 -1.571 -4.007
H -2.242 -0.323 -6.079
H -1.975 -1.761 -7.259
H -0.699 -0.959 -6.519
H -1.071 -3.082 -5.339
H -2.776 -2.592 -5.036
H -1.892 -1.931 -3.344
C 0.291 4.159 -1.270
C 1.723 3.707 -1.017
O 1.663 2.577 -0.268
H 0.329 5.084 -1.845
H -0.062 4.398 -0.266
H -0.373 3.383 -1.650
H 2.205 4.508 -0.457
H 2.155 3.703 -2.018
H 2.495 2.100 -0.225
C -0.391 -5.119 1.249
C 0.584 -4.014 1.335
O 0.292 -2.914 0.570
H -0.394 -5.610 0.276
H -1.355 -4.652 1.448
H -0.111 -5.807 2.047
H 1.589 -4.341 1.068
H 0.730 -3.539 2.305
H 0.719 -2.948 -0.289
C 4.362 -3.004 1.007
C 4.102 -2.345 2.362
O 3.849 -0.995 2.135
H 4.783 -4.009 1.053
H 5.066 -2.465 0.374
H 3.421 -3.042 0.460
H 5.044 -2.542 2.873
H 3.330 -2.827 2.962
H 2.906 -0.955 2.310
C 2.093 3.507 3.925
C 3.408 2.705 3.882
O 3.359 1.858 2.774
H 1.268 2.905 4.306
H 1.896 4.040 2.994
H 2.109 4.409 4.536
H 3.565 2.247 4.859
H 4.281 3.346 3.768
H 2.481 1.469 2.781
C 2.446 -1.931 -3.980
C 1.787 -2.627 -2.771
O 0.754 -1.932 -2.196
H 3.417 -2.318 -4.289
H 2.613 -0.860 -3.864
H 1.792 -1.956 -4.852
H 2.414 -3.020 -1.970
H 1.371 -3.488 -3.295
H 0.179 -1.797 -2.953
C -4.433 -0.231 3.035
C -4.362 -1.199 1.811
O -3.299 -0.755 0.993
H -5.370 -0.301 3.588
H -4.349 0.784 2.646
H -3.649 -0.315 3.787
H -5.280 -1.035 1.247
H -4.234 -2.264 2.004
H -3.238 -1.295 0.202
C -3.522 3.220 -1.087
C -3.647 3.018 0.446
O -2.352 2.684 0.856
H -3.110 2.286 -1.468
H -2.834 4.033 -1.321
H -4.473 3.470 -1.557
H -4.326 2.198 0.679
H -4.057 3.902 0.933
H -2.405 2.784 1.810
C 0.351 1.467 -4.532
C -1.005 1.909 -3.966
O -1.407 0.976 -2.983
H 0.342 1.415 -5.621
H 0.716 0.544 -4.081
H 0.919 2.309 -4.136
H -1.759 1.821 -4.748
H -1.092 2.940 -3.624
H -1.347 0.129 -3.432
C -1.283 3.842 5.460
C -1.849 2.674 4.496
O -2.799 3.253 3.642
H -2.075 4.323 6.033
H -1.072 4.682 4.798
H -0.438 3.476 6.045
H -2.217 1.838 5.091
H -1.008 2.337 3.891
H -3.600 3.390 4.153

Forces on atoms 1 to 2 (eV/Å):
Sn 0.7 -0.4 1.0
C 0.5 -0.3 -0.2

---

The following is a DFT calculation (wB97M-V/def2-TZVPD) of a single C21H29F9O8S molecule in a non-equilibrium geometry.

Calculated values
Kohn-Sham gap in eV: 8.26
Structure (SMILES): CCCO[C@]1(S(=O)(=O)C(F)(F)C(F)(F)C(F)(F)C(F)(F)F)C(=O)O[C@@H](CCO)[C@]1(CC=O)OC[C@H](C)C(C)C
Charge: 0
Maximum force in eV Å⁻¹: 9.82
LUMO level in eV: -1.87
Calculated total energy in eV: -73900.792

Cartesian coordinates (Å):
C 1.668 0.729 -3.272
C 0.650 0.782 -1.939
C 1.619 0.991 -0.663
O 1.087 1.304 0.624
C -0.348 1.206 0.827
S -1.407 2.642 0.185
O -2.316 2.285 -1.011
O -2.424 2.976 1.354
C -0.463 4.261 0.008
F -1.249 5.377 0.662
F 0.813 4.250 0.825
C -0.020 4.721 -1.470
F 0.620 6.084 -1.297
F 1.091 3.906 -2.093
C -1.145 4.928 -2.622
F -0.481 5.845 -3.634
F -1.423 3.694 -3.452
C -2.499 5.744 -2.193
F -3.275 6.012 -3.459
F -3.420 5.033 -1.287
F -2.145 7.064 -1.572
C -0.405 1.601 2.461
O 0.346 2.454 3.156
O -1.440 0.786 3.182
C -1.122 -0.595 2.679
C -2.074 -1.757 3.298
C -1.980 -3.234 2.615
O -3.331 -3.865 2.780
C -1.049 -0.294 1.063
C -2.545 -0.565 0.363
C -3.805 0.125 1.112
O -4.980 0.184 0.424
O -0.326 -1.362 0.293
C 0.839 -1.881 0.972
C 1.742 -2.697 -0.176
C 0.811 -4.009 -0.630
C 3.201 -3.197 0.387
C 4.339 -2.230 -0.357
C 3.552 -4.750 -0.115
H 2.779 1.054 -2.981
H 1.263 1.451 -4.128
H 1.715 -0.364 -3.689
H -0.097 1.648 -2.188
H 0.049 -0.219 -1.999
H 2.290 0.009 -0.564
H 2.403 1.843 -0.957
H -0.109 -0.760 3.288
H -1.755 -1.892 4.441
H -3.220 -1.432 3.351
H -1.641 -3.265 1.497
H -1.245 -3.894 3.276
H -3.874 -3.751 1.945
H -2.731 -1.744 0.382
H -2.440 -0.308 -0.798
H -3.848 0.565 2.204
H 0.627 -2.704 1.807
H 1.568 -1.111 1.461
H 1.835 -2.039 -1.158
H -0.308 -3.708 -0.850
H 0.780 -4.838 0.207
H 1.225 -4.490 -1.638
H 3.258 -3.102 1.571
H 4.394 -1.157 0.106
H 5.370 -2.794 -0.368
H 4.010 -2.136 -1.501
H 4.695 -5.005 0.095
H 2.888 -5.540 0.449
H 3.409 -4.866 -1.288

Forces on atoms 1 to 2 (eV/Å):
C 0.1 0.2 0.0
C 0.5 0.0 -1.8